A cluster of 3 separate species, CH9N3O2 in total in a non-equilibrium geometry, computed with wB97M-V/def2-TZVPD.

Computed properties:
* SMILES: N=C(N)N.O.O
* strongest force on any atom: 1.835 eV/Å
* LUMO: 0.841 eV
* relative energy (zero: lowest compared OMol25 entry of this formula, charge and spin): 11.6 kcal per mole
* HOMO-LUMO gap: 9.560 eV

Structure (XYZ):
```
15
Properties=species:S:1:pos:R:3:forces:R:3:mulliken_charge:R:1
N -2.16910 -0.63465 1.40247 1.209 -0.245 -1.359 -0.505
C -0.93607 -0.19411 0.88750 -0.726 -0.355 -0.250 0.425
N -0.79436 1.15276 0.82835 0.248 -0.699 0.696 -0.346
N -0.07258 -1.06698 0.48888 0.228 0.766 -0.818 -0.602
H -1.97998 -1.51275 1.82058 -0.540 -0.669 0.563 0.234
H -2.79721 -0.03985 1.87176 -0.468 0.740 0.587 0.195
H -1.63258 1.66471 0.91743 -0.537 0.695 0.232 0.189
H -0.03405 1.57587 0.34441 0.603 0.007 -0.549 0.259
H -0.59280 -1.86408 0.12898 0.198 -0.363 0.785 0.200
H 1.59953 1.11720 -1.57459 0.125 -0.835 -0.348 0.347
H 2.54253 2.09726 -0.87161 0.154 -0.072 -0.017 0.313
O 1.61984 1.90406 -1.03924 -0.378 0.743 0.433 -0.684
H 1.98424 -1.35054 -0.98797 -0.112 0.504 -0.895 0.348
H 1.26678 -1.69519 -2.25906 -0.273 -0.051 -0.285 0.309
O 1.99582 -1.15370 -1.95788 0.270 -0.166 1.224 -0.683
```
Positions in Å, forces in eV/Å.